Below is a 12-piece molecular cluster, C74H164N8O22P4 overall at a distorted geometry, with properties calculated with ωB97M-V/def2-TZVPD.

The geometry in XYZ format:
```
272
Properties=species:S:1:pos:R:3:forces:R:3
C 17.10748 -24.98755 11.51533 1.382 0.967 -0.819
O 18.23934 -24.78650 12.43260 -0.122 -0.888 -0.853
P 18.53978 -26.02048 13.38269 -0.529 1.354 0.594
O 18.42580 -27.35106 12.83617 0.452 -1.298 -1.050
O 17.44657 -25.89981 14.51029 -0.026 0.052 0.479
C 17.46738 -24.88533 15.50582 -0.430 0.098 -0.135
O 19.84949 -25.55064 14.08553 0.376 -0.005 0.549
C 21.23893 -25.50831 13.65763 -2.045 0.822 -0.262
H 17.42627 -24.52339 10.56625 -0.204 0.033 0.433
H 16.31841 -24.41051 11.95412 -0.826 -0.210 -0.037
H 16.90104 -26.02557 11.25828 -0.132 -0.001 0.707
H 17.20343 -23.90127 15.15260 -0.014 0.317 -0.622
H 18.42256 -24.83662 15.97238 0.780 -0.017 0.439
H 16.71436 -25.14633 16.21254 -0.482 -0.287 0.652
H 21.41037 -26.36859 13.05354 0.508 -0.552 -0.495
H 21.76188 -25.53129 14.58564 0.777 0.068 0.331
H 21.34379 -24.56253 13.10497 0.403 -0.450 0.191
C 7.49067 -24.78647 11.77598 -0.367 -1.854 -2.067
O 8.64239 -25.65315 12.00124 -1.201 1.395 -1.591
P 9.44329 -25.62204 13.29292 -1.125 -0.089 4.274
O 9.80864 -24.38601 14.01558 -0.553 -0.229 -0.907
O 10.67362 -26.47159 12.97815 1.107 -1.559 -0.267
C 10.48652 -27.81318 12.44194 0.711 -0.350 0.638
O 8.45410 -26.60676 14.22020 1.615 1.135 -0.113
C 9.01592 -26.92221 15.53396 -0.934 1.535 0.129
H 6.94656 -25.42667 11.04208 -0.214 0.699 0.739
H 7.74673 -23.90202 11.20565 0.426 0.270 0.421
H 6.88803 -24.59456 12.64552 0.079 0.044 0.487
H 11.49636 -28.26723 12.54832 -0.829 0.184 -0.416
H 10.17515 -27.69187 11.40702 0.080 -0.356 -0.012
H 9.74319 -28.41919 13.02947 0.626 0.830 -0.515
H 10.10338 -26.92353 15.51552 0.058 -0.360 -0.060
H 8.56003 -27.85579 15.79079 0.175 -0.682 0.252
H 8.71207 -26.17063 16.32189 0.195 -0.501 -1.003
C 11.85997 -20.88418 21.93417 -2.241 -0.560 0.935
O 10.52650 -20.43450 21.51751 -0.148 0.687 -0.796
P 10.56456 -19.10035 20.63960 -1.188 -0.216 0.673
O 11.39534 -19.09736 19.45454 0.700 -0.215 -1.007
O 11.07805 -18.06107 21.74269 -0.551 0.004 0.290
C 11.85937 -16.92438 21.31875 0.450 -0.778 -0.092
O 9.02755 -18.83295 20.23079 0.153 0.400 1.532
C 8.02876 -18.57863 21.30725 0.684 -0.372 -0.404
H 11.89140 -20.60023 22.97896 0.377 -0.466 0.335
H 12.59408 -20.34417 21.41840 1.341 0.351 -0.983
H 11.82997 -21.96466 21.74450 0.478 0.499 0.452
H 11.26236 -16.36222 20.61159 0.093 0.648 0.186
H 12.72412 -17.32119 20.79973 0.134 0.108 -0.237
H 12.26101 -16.39878 22.19829 -0.786 -0.008 -0.281
H 8.59721 -18.32314 22.21504 -0.539 -0.131 -0.156
H 7.43691 -19.50541 21.42866 0.347 0.526 0.053
H 7.36555 -17.73738 21.02760 0.585 -0.510 -0.116
C 12.73192 -19.98633 16.52953 0.019 -1.442 0.592
O 13.14514 -21.35801 16.10020 -0.655 0.754 0.166
P 13.50443 -22.48323 17.15327 -0.485 -0.271 -1.430
O 14.71560 -22.21635 17.88475 1.257 0.158 1.297
O 12.17831 -22.64825 18.01304 -0.101 -0.126 0.605
C 12.27589 -23.02379 19.41623 -0.947 -0.652 -0.030
O 13.72117 -23.79189 16.25064 -0.712 0.902 0.795
C 12.64184 -24.35781 15.50929 0.498 -1.844 -0.393
H 11.75098 -20.07360 17.02480 0.299 0.158 -0.378
H 12.68899 -19.36785 15.62100 0.201 -0.367 0.506
H 13.43079 -19.63566 17.30328 -0.005 0.057 -0.540
H 12.80369 -23.96977 19.51607 0.066 -0.070 -0.039
H 11.26157 -23.15474 19.86892 0.608 0.100 -0.926
H 12.75843 -22.28086 20.01717 0.612 0.529 -0.224
H 13.12046 -25.08758 14.83064 -0.265 0.510 0.039
H 12.07175 -23.65395 14.95703 -0.298 0.788 -0.487
H 11.94553 -24.95731 16.10381 0.147 0.337 0.457
C 15.10872 -27.91840 23.88180 -0.522 -0.469 -0.052
C 14.54877 -27.45892 22.54892 1.442 0.864 0.038
C 15.66097 -26.56994 21.92235 0.111 -1.406 -0.716
C 15.28440 -26.09342 20.51120 2.020 -0.043 0.216
C 14.98621 -27.33562 19.64961 -1.250 2.286 -0.307
C 13.96254 -28.23270 20.28497 -2.121 -0.504 -0.173
N 14.31554 -28.60156 21.66257 0.517 0.581 0.170
O 13.23903 -29.35002 22.23353 -0.265 0.447 -0.389
C 12.55787 -27.54011 20.15072 -0.875 -0.518 1.247
C 13.87319 -29.52493 19.48103 0.907 0.170 -1.641
C 13.36279 -26.58283 22.75397 -0.442 0.943 0.972
H 16.03338 -28.41440 23.70160 0.859 -0.632 -0.091
H 14.41940 -28.63497 24.32980 0.033 0.199 0.371
H 15.33281 -27.08140 24.54663 -0.362 -0.051 -0.034
H 15.94568 -25.85753 22.68842 -0.116 0.650 -0.236
H 16.55702 -27.21170 21.77248 -0.354 0.212 0.214
H 16.15721 -25.54902 20.08453 -0.383 -0.456 0.110
H 14.52138 -25.33784 20.46355 -0.709 0.051 0.154
H 15.86115 -27.86377 19.36358 0.973 -0.422 -0.182
H 14.48894 -26.88036 18.74840 0.614 -0.891 0.343
H 11.90898 -28.15829 20.85653 0.301 0.965 -1.248
H 12.50338 -26.49075 20.49838 0.208 -0.697 -0.241
H 12.14619 -27.52759 19.12020 0.413 -0.459 0.500
H 14.84571 -30.04127 19.52880 -0.144 0.202 -0.098
H 13.12873 -30.30597 19.68384 -0.201 0.791 0.278
H 13.75021 -29.11672 18.43864 -0.015 -0.994 0.613
H 12.42946 -27.10789 22.77457 -0.499 -0.277 -0.308
H 13.37091 -25.78300 22.02887 -0.503 0.114 0.058
H 13.40098 -26.10375 23.73276 0.235 0.140 0.081
H 13.69182 -30.13433 22.50933 0.213 -0.797 0.255
C 17.72925 -19.24532 21.49433 -0.281 -0.870 1.050
C 16.36094 -19.71803 20.97240 -1.154 1.892 -0.248
C 16.43564 -20.48224 19.62725 0.515 -0.157 1.122
C 16.88149 -21.89432 19.96037 1.660 -0.045 -1.364
C 16.15593 -22.64158 21.02233 -1.420 -0.721 0.247
C 15.99715 -21.89650 22.32384 0.986 1.977 -0.242
N 15.57108 -20.52295 21.90950 -0.983 -1.108 0.711
O 15.42137 -19.87644 23.17022 0.955 0.690 0.052
C 14.89692 -22.56449 23.13085 -0.015 0.121 0.377
C 17.31781 -21.83511 23.18405 -1.312 -1.859 -0.534
C 15.50845 -18.42324 20.64786 -0.910 -0.851 1.954
H 17.78147 -19.12689 22.59938 -0.451 0.160 -0.734
H 18.05473 -18.33995 21.02963 0.103 0.639 -0.384
H 18.44843 -20.01034 21.28784 0.696 -0.400 -0.266
H 15.46105 -20.48681 19.15787 -0.154 0.089 -0.166
H 17.20058 -20.01361 18.95598 -0.807 -0.264 0.651
H 17.94449 -21.76610 20.20537 0.023 -0.394 0.338
H 16.90150 -22.50104 19.05413 -0.151 0.025 -0.082
H 16.63303 -23.60575 21.25142 -0.092 0.123 -0.278
H 15.09877 -22.84494 20.68033 1.016 -0.002 0.059
H 14.74651 -22.24935 24.16391 0.100 0.641 -0.171
H 13.94071 -22.61146 22.61992 -0.120 0.246 -0.187
H 15.21378 -23.57125 23.25760 0.218 -1.234 -0.081
H 17.24247 -22.78948 23.69943 0.496 -0.272 0.342
H 18.24149 -21.88561 22.61120 -0.067 0.489 -0.037
H 17.26694 -21.09660 23.96004 0.188 0.620 0.016
H 15.46274 -17.69626 21.49910 0.521 -0.407 -0.748
H 14.43489 -18.61117 20.41179 0.739 -0.505 0.053
H 15.94714 -18.03789 19.77337 0.569 1.098 -1.002
H 14.55037 -19.50821 23.17277 -0.863 0.301 -0.180
C 8.50369 -24.16693 19.29523 -0.126 0.565 -1.773
C 7.71253 -22.94242 18.80077 0.091 -0.580 1.233
C 8.71065 -21.78462 18.49627 0.269 -1.699 0.115
C 8.13591 -20.75027 17.55703 0.909 0.855 0.874
C 7.56672 -21.36324 16.30432 -0.366 -0.095 -1.099
C 6.56592 -22.51452 16.60530 -1.057 2.838 -1.478
N 7.12977 -23.39215 17.56176 -0.315 -1.458 -0.372
O 6.19532 -24.50149 17.82071 0.545 0.757 -0.185
C 5.24004 -21.78332 16.99138 -0.732 -1.356 0.843
C 6.33874 -23.26812 15.27628 1.434 -0.275 0.747
C 6.63584 -22.57613 19.92299 2.194 -0.768 0.508
H 9.09360 -23.90175 20.09752 1.388 0.629 1.993
H 9.16068 -24.58737 18.52778 -0.028 0.371 -0.173
H 7.87227 -24.95086 19.57789 -1.179 -1.126 0.574
H 8.94985 -21.30366 19.43195 -0.012 0.159 0.491
H 9.69566 -22.23913 18.18540 -1.069 0.431 -0.291
H 9.00312 -20.05598 17.42058 -0.957 -0.120 -0.432
H 7.40481 -20.20961 18.19030 0.024 0.032 -0.725
H 8.34625 -21.70709 15.62573 0.407 -0.371 0.346
H 7.01595 -20.68235 15.60757 0.321 -0.055 0.914
H 5.30111 -20.84766 17.56865 0.359 -0.450 -0.099
H 4.59068 -21.58692 16.13958 0.302 0.097 -0.310
H 4.68523 -22.54263 17.56964 -0.112 0.507 0.116
H 6.09108 -22.62132 14.44493 0.368 0.482 -0.101
H 7.31955 -23.79067 15.14359 -0.831 0.136 -0.524
H 5.52172 -23.96046 15.31817 -0.400 -0.660 0.313
H 7.10361 -22.55003 20.97045 -0.448 -0.205 -1.463
H 5.82413 -23.28202 19.90470 -0.237 -0.382 0.067
H 6.24913 -21.61649 19.75687 -0.673 1.495 -0.319
H 6.42747 -25.13360 17.12347 0.021 0.183 0.266
C 12.81308 -16.06178 14.98731 0.729 -1.975 -0.410
C 12.12039 -15.60350 16.27901 -0.191 0.460 -1.395
C 12.12506 -16.74808 17.23074 -0.590 1.213 2.832
C 13.39372 -16.94231 18.03471 0.341 -0.925 0.623
C 13.84300 -15.67027 18.72986 2.201 0.897 -1.403
C 14.05783 -14.57729 17.64080 -0.873 0.319 -0.565
N 12.76814 -14.45188 16.91791 -0.700 0.222 0.009
O 12.86626 -13.37008 15.96489 -0.322 -0.226 0.071
C 14.25798 -13.22841 18.28920 0.067 -0.060 1.607
C 15.28621 -14.81111 16.71573 -0.513 0.006 0.497
C 10.59448 -15.23455 15.98599 1.431 -1.240 1.917
H 13.50526 -16.95810 15.18262 -0.968 1.001 -0.008
H 13.52288 -15.33003 14.60060 -0.640 0.218 -0.467
H 12.05921 -16.47430 14.25074 0.905 0.842 0.476
H 11.40956 -16.45345 18.03477 -0.166 -0.522 -0.529
H 11.77078 -17.61518 16.73307 -0.326 -0.897 -0.247
H 14.17126 -17.42619 17.44097 0.426 0.492 -0.202
H 13.24303 -17.67794 18.82238 -0.478 -0.257 -0.180
H 14.88772 -15.75017 19.14089 -0.957 -0.423 -0.016
H 13.21909 -15.29408 19.54665 -0.285 -0.171 -0.357
H 14.69111 -12.47194 17.67437 0.679 0.222 -0.600
H 13.33854 -12.75976 18.64096 -0.260 -0.446 0.119
H 14.88114 -13.43092 19.17424 0.112 0.521 -0.198
H 16.21946 -14.76839 17.30107 -0.293 0.399 -0.276
H 15.30551 -15.76412 16.21343 -0.240 -0.432 -0.093
H 15.19705 -14.03507 15.94903 0.553 -0.054 0.137
H 10.03886 -16.18981 15.87785 0.222 0.522 0.150
H 10.50674 -14.72148 15.05969 -0.245 0.935 -0.523
H 10.27316 -14.71002 16.92857 -0.144 -0.211 -1.254
H 12.01168 -12.90414 16.03286 0.555 -0.335 0.168
C 11.42115 -21.51447 13.36668 -0.633 0.681 1.087
C 10.54578 -20.25989 13.22081 -0.519 -0.147 -0.258
C 11.34266 -19.15313 12.60570 -0.505 1.618 -0.553
C 11.49528 -19.23819 11.12623 -0.302 -0.956 -0.954
C 10.09922 -19.40644 10.45086 0.884 -0.640 0.000
C 9.36888 -20.68315 10.97293 0.209 0.840 -0.065
N 9.28843 -20.43957 12.41392 0.446 -0.268 1.280
O 8.41464 -21.31546 13.13743 0.009 -0.244 -0.474
C 7.93337 -20.77932 10.47907 -0.404 1.737 1.209
C 10.06683 -21.98368 10.56003 1.600 -0.165 -0.228
C 10.12097 -19.65189 14.56004 0.195 0.950 -0.123
H 12.00735 -21.36612 14.27415 0.275 -0.171 -0.330
H 12.02904 -21.80457 12.53538 0.528 0.312 -0.489
H 10.79216 -22.35110 13.56358 -0.522 -0.810 0.271
H 10.89727 -18.12565 12.81504 0.170 -1.264 -0.077
H 12.31029 -19.13770 13.06319 0.765 0.010 0.507
H 12.19445 -20.06180 10.81852 -0.584 0.680 0.205
H 11.93126 -18.29520 10.84998 0.349 0.323 -0.703
H 10.26404 -19.58561 9.38213 -0.206 0.422 -0.024
H 9.52709 -18.47422 10.63310 -0.021 -0.711 -0.193
H 7.87299 -20.81817 9.41100 -0.028 0.363 -0.695
H 7.57408 -21.71068 10.83960 -0.734 -0.774 0.365
H 7.30552 -19.94505 10.96439 0.860 -1.201 -1.028
H 10.10510 -22.22114 9.47963 -0.690 0.388 0.343
H 11.14905 -22.02426 10.81227 -0.800 0.156 0.127
H 9.58358 -22.79948 11.08339 0.003 -0.370 0.036
H 10.80164 -18.78888 14.77650 -0.726 -0.735 0.137
H 10.01585 -20.24601 15.43248 0.442 -1.101 0.613
H 9.11842 -19.29698 14.41681 -0.455 0.686 -0.163
H 8.75056 -22.23746 13.18378 0.384 0.471 -0.125
C 17.53328 -17.78617 11.94353 0.859 0.806 -0.694
C 16.92005 -18.35381 13.19168 0.986 -0.604 1.325
C 15.81601 -19.31485 12.87211 -2.173 -0.747 -0.373
C 15.23766 -20.06073 14.09165 2.802 0.029 1.404
C 16.42698 -20.78234 14.89550 -2.570 0.426 -0.048
C 17.63489 -19.89463 15.12640 1.134 -1.292 -1.915
N 17.99484 -19.24667 13.81781 -0.363 1.307 0.615
O 19.03241 -18.30564 14.20485 -0.029 -0.301 -0.166
C 17.54820 -18.94094 16.28021 1.821 -0.543 0.567
C 18.82247 -20.81595 15.47045 0.507 -0.344 -0.109
C 16.49470 -17.17909 14.07942 -0.456 1.722 -0.585
H 18.43917 -17.16673 12.11302 -0.664 -0.252 0.286
H 16.79789 -17.14096 11.50274 -0.387 0.472 -0.395
H 17.82538 -18.47724 11.16149 -0.109 -0.689 0.141
H 14.87831 -18.85373 12.46745 1.091 0.259 -0.354
H 16.23675 -19.99593 12.11152 -0.447 -0.050 0.307
H 14.48396 -20.79288 13.87602 -0.375 -0.263 -0.404
H 14.81197 -19.34003 14.79900 -0.152 0.076 -0.266
H 16.60264 -21.73328 14.37075 0.621 0.391 0.082
H 16.02305 -21.05491 15.89250 0.230 -0.050 -0.400
H 16.61711 -18.51152 16.36364 -2.097 1.278 0.263
H 17.69045 -19.59057 17.13472 -0.056 0.161 0.440
H 18.37584 -18.18919 16.28760 -0.885 -0.655 -0.104
H 19.55916 -20.14316 15.88468 0.552 -0.197 0.383
H 18.55568 -21.59883 16.20086 -0.080 0.518 -0.020
H 19.32237 -21.35104 14.64529 -0.612 0.362 -0.124
H 15.62831 -17.33379 14.73210 0.304 -0.343 -0.136
H 16.18572 -16.31981 13.40373 0.202 -0.954 0.669
H 17.31645 -16.75414 14.67411 -0.201 -0.407 -0.196
H 19.72163 -18.50023 13.58079 0.545 -0.121 -0.379
C 6.95244 -22.82537 24.36347 -0.847 0.536 0.709
C 8.39139 -23.23899 24.26380 -0.491 -0.325 -1.433
C 8.60207 -24.41529 23.30789 -0.995 -0.245 0.238
C 9.96408 -24.53734 22.86825 -4.150 0.094 1.498
N 11.01981 -24.55414 22.52031 4.900 0.010 -1.714
H 6.19762 -23.52949 24.72646 0.546 -0.361 0.252
H 6.64834 -22.63906 23.36242 -0.523 0.533 -0.984
H 6.79548 -21.89337 24.94498 0.304 -0.499 -0.312
H 8.82155 -23.57511 25.14168 0.842 -0.087 2.187
H 8.93555 -22.40579 23.86838 0.518 0.597 -0.016
H 7.99014 -24.30471 22.42510 -0.278 0.029 -0.417
H 8.27117 -25.32913 23.80690 0.121 -0.101 -0.157
C 13.43053 -29.64971 14.87534 1.346 0.183 -0.894
C 14.88487 -29.11521 15.19174 -0.982 -1.386 1.100
C 15.68263 -28.87636 13.92919 -0.356 1.119 -0.380
C 15.06110 -27.83164 13.10024 0.575 -0.709 0.936
N 14.52038 -27.05522 12.46713 -0.653 0.944 -0.783
H 12.89168 -28.92050 14.26140 0.249 -0.079 -0.140
H 12.80840 -29.80001 15.71241 -0.411 -0.031 1.455
H 13.42662 -30.62256 14.36374 0.272 0.317 -0.137
H 15.48663 -29.84339 15.83423 -0.991 0.823 -0.758
H 14.76002 -28.19635 15.78542 0.308 -0.174 -0.266
H 15.65997 -29.72233 13.25880 0.462 -0.677 0.143
H 16.68968 -28.53725 14.16072 0.187 -0.242 -0.233
```
Positions in Å, forces in eV/Å.

M ... 1642.06 g/mol
SMILES string ... CC1(C)CCCC(C)(C)N1O.CC1(C)CCCC(C)(C)N1O.CC1(C)CCCC(C)(C)N1O.CC1(C)CCCC(C)(C)N1O.CC1(C)CCCC(C)(C)N1O.CC1(C)CCCC(C)(C)N1O.COP(=O)(OC)OC.COP(=O)(OC)OC.COP(=O)(OC)OC.COP(=O)(OC)OC.CCCC#N.CCCC#N
2S+1 ... 1
LUMO energy ... 0.4407 eV
HOMO-LUMO gap ... 8.69 eV
DFT total energy ... -173518.665 eV